Record 1
ORCA calculation (wB97M-V/def2-TZVPD) on C7H8 in the gas phase.

Properties
largest force on an atom: 4.53 eV/A
HOMO: -8.28 eV
relative energy (zero: lowest compared OMol25 entry of this formula, charge and spin): 174.9 kcal per mole
HOMO-LUMO gap: 8.250 eV
lowest unoccupied orbital energy: -0.030 eV
charge: 0
energy: -271.25269 Ha

Each line ends with the Löwdin charge.
Cartesian coordinates (Å):
H: 0.18063 -1.84093 0.32467  0.114
H: -3.09864 0.05810 -0.42119  0.070
C: 1.32394 1.60526 0.18660  0.127
H: -0.56802 -0.84686 1.57559  0.066
H: 3.75974 -0.41077 0.06622  0.017
H: -2.22175 1.15148 0.94859  0.120
C: 1.89586 0.40630 0.01383  -0.303
C: 2.78640 -0.55820 -0.21751  0.033
C: -0.26394 -0.85794 0.61498  -0.002
H: -2.44503 1.56875 -0.64824  0.042
H: 2.40719 -1.58070 -0.68834  0.107
C: -2.30039 0.69941 -0.10557  -0.058
C: -0.97551 0.00868 -0.38490  -0.258
H: -0.81796 0.02489 -1.47362  0.151
C: 0.33749 0.57254 0.20890  -0.226

Forces on atoms 1 to 3 (eV/Å):
-0.03 1.18 0.05
-0.75 -0.50 0.83
-1.55 0.80 0.12

---

Record 2
ORCA calculation (wB97M-V/def2-TZVPD) on 2 unconnected molecules or ions with the total composition CN2O3S.

Properties
largest force on an atom: 8.42 eV/A
HOMO (spin up / spin down): -10.78 / -10.63 eV
relative energy (zero: lowest compared OMol25 entry of this formula, charge and spin): 71.6 kcal per mole
HOMO-LUMO gap (spin up / spin down): 8.736 / 8.669 eV
lowest unoccupied orbital energy (spin up / spin down): -2.043 / -1.965 eV
charge: 0
energy: -771.27202 Ha

Each line ends with the Löwdin charge.
Cartesian coordinates (Å):
S: -1.23462 0.15771 -0.63347  0.850
O: -1.55348 1.09191 0.34328  -0.365
O: -2.14483 -0.96083 -0.80780  -0.391
C: 1.42168 -0.59358 0.48538  -0.366
N: 0.89843 1.39843 -0.49382  0.139
N: 1.16864 -1.73254 0.74150  0.211
O: 1.44419 0.63889 0.36493  -0.079

Forces on atoms 1 to 3 (eV/Å):
-1.69 -4.13 -2.65
-0.69 2.40 2.44
0.99 1.10 0.04

---

Record 3
ORCA calculation (wB97M-V/def2-TZVPD) on a molecular structure, C4H4LiO2Tl.

Properties
largest force on an atom: 2.66 eV/A
HOMO: -5.54 eV
relative energy (zero: lowest compared OMol25 entry of this formula, charge and spin): 58.8 kcal per mole
HOMO-LUMO gap: 3.717 eV
lowest unoccupied orbital energy: -1.824 eV
charge: 0
energy: -485.13192 Ha

Each line ends with the Löwdin charge.
Cartesian coordinates (Å):
O: 1.46826 -0.97010 -0.23514  -0.324
C: 0.75397 1.30228 -0.56646  -0.205
H: 1.31300 1.56672 0.34189  0.118
C: -0.68280 1.04458 -0.34004  -0.071
C: 1.07622 -0.08849 -1.00529  -0.279
H: -1.83908 -0.49606 3.09589  -0.254
H: 0.93908 2.02733 -1.37256  0.106
Li: -2.83284 -1.42490 1.89983  0.332
O: -2.53757 -0.38318 0.42267  -0.255
Tl: 3.12990 -2.72934 -0.26181  1.025
H: 0.91155 -0.32363 -2.07426  0.134
C: -1.69968 0.47479 0.09527  -0.328

Forces on atoms 1 to 3 (eV/Å):
0.88 -0.91 0.30
-0.11 0.11 0.07
-0.13 0.01 -0.20

---

Record 4
ORCA calculation (wB97M-V/def2-TZVPD) on a molecular structure, C12H28FeN2O6.

Properties
largest force on an atom: 5.35 eV/A
HOMO (spin up / spin down): -7.81 / -7.21 eV
relative energy (zero: lowest compared OMol25 entry of this formula, charge and spin): 52.7 kcal per mole
HOMO-LUMO gap (spin up / spin down): 8.228 / 7.626 eV
lowest unoccupied orbital energy (spin up / spin down): 0.421 / 0.419 eV
charge: 0
<S²>: 6.008
spin multiplicity: 5
energy: -2298.70667 Ha

Each line ends with the Löwdin charge.
Cartesian coordinates (Å):
H: 20.08649 -10.02401 2.37509  0.098
N: 20.80829 -10.66603 2.66990  0.039
C: 24.81744 -9.25377 0.57095  -0.218
H: 19.88728 -12.82883 0.06302  0.132
H: 22.51939 -4.98733 2.42950  0.071
O: 24.95403 -9.74699 1.88900  -0.232
H: 22.93832 -5.08888 4.17979  0.071
C: 26.26181 -9.54419 2.41225  -0.069
H: 18.86982 -11.59402 0.72044  0.125
H: 22.33922 -8.59903 0.16413  0.096
H: 19.70854 -11.37949 -2.06847  0.093
C: 19.91378 -11.88892 0.61437  -0.144
N: 22.48370 -9.49679 0.60375  0.034
C: 19.97420 -13.00445 2.94641  -0.031
O: 23.60901 -7.50350 3.34578  -0.067
C: 23.69394 -9.89187 -0.11933  -0.399
H: 23.92622 -11.50705 6.67950  0.078
C: 23.18472 -11.34854 4.75803  -0.701
H: 18.70009 -10.21457 -1.22662  0.093
H: 23.11628 -8.41464 -1.58186  0.088
H: 22.76839 -10.12653 -2.11588  0.080
H: 20.42727 -10.82587 3.59152  0.084
C: 22.46243 -7.00293 3.29038  -0.726
H: 18.94748 -12.72925 3.18770  0.083
H: 20.11076 -9.74952 -1.99174  0.088
H: 26.96627 -10.05033 1.75221  0.088
H: 24.58626 -8.19090 0.64142  0.142
O: 22.63985 -10.23557 4.75359  -0.087
H: 23.83733 -10.96721 -0.01362  0.160
O: 23.72884 -11.63871 3.64892  -0.079
C: 19.72815 -10.55126 -1.36013  -0.106
H: 21.62181 -12.42275 1.70957  0.131
H: 26.64464 -8.52445 2.45306  0.092
C: 23.43007 -9.45836 -1.56469  -0.033
H: 26.37736 -9.85579 3.45036  0.100
H: 21.28917 -5.14179 3.69255  0.065
H: 24.36340 -9.43860 -2.12737  0.078
O: 20.49105 -10.87659 -0.23321  -0.238
C: 22.28715 -5.45525 3.38616  0.006
H: 21.73328 -10.05313 0.21977  0.024
H: 20.07682 -13.99311 2.49906  0.081
C: 20.65683 -11.98413 1.96360  -0.346
H: 22.34058 -12.33198 6.56467  0.071
H: 25.70513 -9.43316 -0.03562  0.136
H: 23.81600 -13.10619 5.91412  0.069
H: 20.57930 -12.96658 3.85223  0.075
Fe: 22.79481 -9.59724 2.73858  0.852
O: 21.59644 -7.82594 3.09508  -0.055
C: 23.29838 -12.16027 6.07352  0.004

Forces on atoms 1 to 3 (eV/Å):
0.08 0.53 -0.92
-0.85 -1.06 -0.43
1.12 0.95 -0.14